Molecular formula: C25H18NO5PdSSb
Method: DFT, the ωB97M-V functional and the def2-TZVPD basis

Each line ends with the Mulliken charge.
Element x y z (Å)
Pd (-0.21, 0.84, 0.20)  0.90
O (4.70, 0.36, -3.07)  -0.51
C (3.58, 0.52, -2.35)  1.07
C (3.08, 1.78, -2.02)  -0.41
C (1.92, 1.83, -1.28)  -0.18
N (1.33, 0.70, -0.92)  -0.52
C (1.77, -0.52, -1.22)  0.00
C (2.92, -0.65, -1.95)  -0.35
C (0.87, -1.63, -0.67)  0.22
O (1.14, -2.79, -0.84)  -0.65
O (-0.21, -1.17, -0.07)  -0.52
C (1.17, 3.08, -0.79)  0.50
O (1.59, 4.18, -1.05)  -0.65
O (0.10, 2.80, -0.10)  -0.56
H (5.08, 1.22, -3.29)  0.30
H (3.57, 2.69, -2.33)  0.45
H (3.31, -1.63, -2.20)  0.58
S (0.89, -0.26, 2.93)  -0.59
Sb (-1.14, -1.19, 2.68)  2.06
C (-2.16, -1.05, 4.52)  0.05
C (-1.57, -0.33, 5.55)  -0.58
C (-2.25, -0.17, 6.75)  -0.55
C (-3.51, -0.72, 6.92)  -0.40
C (-4.10, -1.45, 5.89)  -0.65
C (-3.43, -1.61, 4.69)  -0.26
C (-1.44, -3.21, 2.19)  0.63
C (-1.63, -3.66, 0.89)  -0.23
C (-1.81, -5.02, 0.67)  -0.87
C (-1.79, -5.91, 1.73)  -0.42
C (-1.59, -5.45, 3.03)  -0.62
C (-1.43, -4.10, 3.26)  -0.74
C (-2.33, 0.07, 1.47)  -0.21
C (-2.10, 1.45, 1.60)  -0.51
C (-2.84, 2.35, 0.80)  -0.34
C (-3.79, 1.87, -0.07)  -0.60
C (-4.02, 0.49, -0.18)  -0.63
C (-3.29, -0.40, 0.57)  -0.11
H (-0.58, 0.10, 5.41)  0.35
H (-1.80, 0.39, 7.56)  0.40
H (-4.04, -0.60, 7.86)  0.38
H (-5.08, -1.88, 6.02)  0.39
H (-3.89, -2.18, 3.88)  0.39
H (-1.61, -2.98, 0.06)  0.29
H (-1.95, -5.39, -0.34)  0.39
H (-1.91, -6.97, 1.56)  0.38
H (-1.57, -6.15, 3.86)  0.39
H (-1.29, -3.74, 4.27)  0.42
H (-1.40, 1.82, 2.34)  0.45
H (-2.64, 3.41, 0.88)  0.46
H (-4.35, 2.56, -0.69)  0.40
H (-4.77, 0.13, -0.88)  0.42
H (-3.47, -1.47, 0.47)  0.41

Results
Total charge: 0
Orbital gap (eV): 7.60
LUMO (eV): -0.54
Electronic energy (Ha): -2160.7633


Molecular formula: C25H18OPS2Y
Method: DFT, the ωB97M-V functional and the def2-TZVPD basis

Each line ends with the Mulliken charge.
Element x y z (Å)
Y (0.23, -2.06, 0.61)  0.85
O (2.95, -2.40, -0.59)  -0.57
C (2.43, -1.41, -0.09)  -0.23
C (3.20, -0.11, -0.06)  0.49
C (4.57, -0.03, 0.16)  -0.54
C (5.18, 1.21, 0.27)  -0.57
C (4.42, 2.37, 0.14)  -0.67
C (3.05, 2.30, -0.10)  -0.53
C (2.44, 1.06, -0.18)  0.27
P (0.66, 0.81, -0.50)  0.61
C (0.10, 2.35, -1.27)  0.12
C (0.21, 2.44, -2.66)  -0.43
C (-0.15, 3.61, -3.31)  -0.68
C (-0.65, 4.69, -2.58)  -0.40
C (-0.77, 4.60, -1.20)  -0.73
C (-0.39, 3.43, -0.55)  0.06
C (-0.08, 0.83, 1.16)  -0.34
C (-1.48, 0.85, 1.28)  -0.04
C (-2.08, 0.72, 2.52)  -0.83
C (-1.31, 0.52, 3.66)  -0.46
C (0.06, 0.45, 3.56)  -0.71
C (0.68, 0.61, 2.32)  0.16
H (5.14, -0.95, 0.24)  0.49
H (6.24, 1.28, 0.44)  0.39
H (4.91, 3.34, 0.21)  0.40
H (2.48, 3.21, -0.22)  0.43
H (0.58, 1.60, -3.23)  0.41
H (-0.06, 3.68, -4.38)  0.40
H (-0.94, 5.60, -3.09)  0.38
H (-1.16, 5.43, -0.63)  0.41
H (-0.49, 3.37, 0.53)  0.40
H (-2.10, 0.95, 0.40)  0.48
H (-3.16, 0.76, 2.59)  0.41
H (-1.79, 0.40, 4.63)  0.40
H (0.67, 0.29, 4.44)  0.44
H (1.76, 0.59, 2.24)  0.33
S (-1.93, -1.77, -0.82)  -0.46
C (-2.49, -3.46, -0.65)  0.83
C (-3.87, -3.69, -0.73)  -0.74
C (-4.40, -4.96, -0.64)  -0.54
C (-3.55, -6.05, -0.46)  -0.54
C (-2.19, -5.84, -0.38)  -0.67
C (-1.63, -4.56, -0.47)  0.49
S (0.16, -4.43, -0.40)  -0.45
H (-4.52, -2.83, -0.86)  0.38
H (-5.47, -5.10, -0.71)  0.35
H (-3.95, -7.05, -0.40)  0.35
H (-1.52, -6.68, -0.24)  0.40

Results
Total charge: 0
Orbital gap (eV): 6.60
LUMO (eV): -0.65
Electronic energy (Ha): -2214.7985


Molecular formula: C25H19AsBr2F6N4O5Ti
Method: DFT, the ωB97M-V functional and the def2-TZVPD basis

Each line ends with the Mulliken charge.
Element x y z (Å)
Ti (0.36, 0.48, -0.51)  -0.46
O (3.91, 2.63, 0.39)  -0.73
C (4.01, 2.11, 1.61)  0.29
C (4.85, 2.76, 2.53)  -0.67
C (5.00, 2.28, 3.80)  -0.35
C (4.33, 1.12, 4.21)  -0.79
C (3.49, 0.49, 3.34)  -0.52
C (3.30, 0.96, 2.03)  0.37
C (2.35, 0.29, 1.15)  1.31
O (2.22, 0.65, -0.09)  -0.89
N (1.64, -0.72, 1.61)  -1.15
N (0.74, -1.15, 0.69)  1.80
C (0.35, -2.37, 0.75)  -0.35
C (-0.46, -3.01, -0.26)  0.31
C (-0.52, -4.41, -0.31)  -1.04
C (-1.18, -5.01, -1.37)  -0.47
C (-1.74, -4.21, -2.35)  -0.88
C (-1.67, -2.83, -2.19)  -0.31
N (-1.07, -2.25, -1.17)  0.45
H (3.29, 2.10, -0.15)  0.44
H (5.36, 3.65, 2.19)  0.46
H (5.66, 2.79, 4.49)  0.40
H (4.48, 0.74, 5.21)  0.41
H (2.93, -0.39, 3.62)  0.45
H (0.74, -3.00, 1.55)  0.33
H (-0.05, -5.01, 0.46)  0.48
H (-1.23, -6.09, -1.44)  0.43
H (-2.24, -4.64, -3.21)  0.42
H (-2.10, -2.17, -2.93)  0.48
C (-2.55, -2.38, 2.23)  -1.32
C (-2.43, -0.98, 2.74)  0.95
C (-3.15, -0.60, 3.89)  -1.18
C (-3.04, 0.67, 4.37)  -1.00
C (-2.19, 1.59, 3.70)  0.82
C (-1.97, 2.92, 4.11)  0.17
Br (-2.89, 3.59, 5.64)  -0.24
C (-1.07, 3.73, 3.48)  -0.21
C (-0.38, 3.24, 2.37)  0.16
Br (0.94, 4.25, 1.47)  -0.13
C (-0.60, 1.96, 1.86)  -0.12
O (0.03, 1.55, 0.80)  0.52
C (-1.50, 1.10, 2.56)  -0.68
N (-1.64, -0.15, 2.10)  0.32
H (-3.56, -2.76, 2.37)  0.52
H (-1.87, -3.03, 2.79)  0.27
H (-2.28, -2.42, 1.18)  0.06
H (-3.77, -1.32, 4.40)  0.49
H (-3.57, 0.99, 5.25)  0.39
H (-0.88, 4.73, 3.83)  0.49
C (-3.71, -0.10, -1.58)  -1.43
C (-2.26, 0.30, -1.61)  1.01
O (-1.79, 0.68, -2.76)  -0.44
O (-1.59, 0.29, -0.59)  0.12
H (-4.16, -0.04, -2.56)  0.38
H (-4.21, 0.59, -0.90)  0.36
H (-3.81, -1.09, -1.15)  0.33
F (0.60, -0.48, -1.93)  -0.29
As (-0.58, 2.08, -2.94)  1.88
F (0.88, 1.92, -1.78)  -0.47
F (-1.86, 2.72, -4.01)  -0.49
F (0.27, 3.56, -3.38)  -0.48
F (-1.30, 2.80, -1.45)  -0.49
F (0.27, 1.17, -4.14)  -0.46

Results
Total charge: 0
Orbital gap (eV): 6.94
LUMO (eV): -1.42
Electronic energy (Ha): -10392.0241


Molecular formula: C25H19AsCuI2O3S
Method: DFT, the ωB97M-V functional and the def2-TZVPD basis

Each line ends with the Mulliken spin population.
Element x y z (Å)
Cu (0.34, 0.18, 1.23)  -0.03
S (-0.37, -1.51, 2.44)  0.01
C (-1.82, -1.83, 1.56)  0.00
C (-2.98, -2.20, 2.32)  0.00
C (-4.13, -2.53, 1.62)  0.00
C (-4.19, -2.30, 0.24)  0.00
C (-3.12, -1.81, -0.51)  0.00
C (-1.89, -1.58, 0.16)  0.00
As (-0.11, -1.13, -0.55)  0.00
C (-0.68, -0.39, -2.29)  -0.02
C (0.00, -0.73, -3.48)  0.03
C (-0.62, -0.49, -4.76)  -0.02
C (-1.77, 0.26, -4.82)  0.00
C (-2.40, 0.69, -3.60)  0.00
C (-1.79, 0.42, -2.41)  0.00
C (0.77, -2.78, -0.87)  0.00
C (0.35, -3.67, -1.81)  0.00
C (1.18, -4.74, -2.16)  0.00
C (2.43, -4.88, -1.57)  0.00
C (2.79, -3.96, -0.64)  0.00
C (2.00, -2.93, -0.21)  0.00
H (-2.94, -2.39, 3.39)  0.00
H (-5.04, -2.83, 2.16)  0.00
H (-5.13, -2.45, -0.31)  0.00
H (-3.24, -1.76, -1.62)  0.00
H (0.91, -1.22, -3.48)  0.01
H (-0.07, -0.86, -5.63)  0.00
H (-2.30, 0.45, -5.78)  0.00
H (-3.35, 1.24, -3.58)  0.00
H (-2.26, 0.85, -1.47)  0.00
H (-0.66, -3.62, -2.12)  0.00
H (0.79, -5.38, -2.92)  0.00
H (3.06, -5.81, -1.79)  0.00
H (3.83, -3.95, -0.26)  0.00
H (2.34, -2.17, 0.50)  0.00
I (2.72, 0.43, -0.75)  0.02
I (3.43, -0.84, -5.50)  0.99
O (2.24, 3.40, 5.24)  0.00
C (1.90, 4.27, 4.23)  0.00
C (1.94, 5.60, 4.59)  0.00
C (1.70, 6.54, 3.60)  0.00
C (1.32, 6.23, 2.31)  0.00
C (1.27, 4.86, 1.99)  0.00
C (1.50, 3.91, 2.95)  0.00
C (1.34, 2.39, 2.58)  0.00
O (0.64, 2.02, 1.57)  0.00
O (1.92, 1.61, 3.34)  0.00
H (2.25, 2.51, 4.71)  0.00
H (2.25, 5.83, 5.62)  0.00
H (1.76, 7.57, 3.88)  0.00
H (1.01, 6.97, 1.61)  0.00
H (0.87, 4.49, 1.04)  0.00

Results
Expectation value of S²: 0.755
Total charge: 0
Orbital gap (alpha / beta) (eV): 4.36 / 4.21
LUMO (alpha / beta) (eV): -3.44 / -3.58
Electronic energy (Ha): -6059.5379
2S+1: 2


Copy entry 3 word for word.
Molecular formula: C25H19AsBr2F6N4O5Ti
Method: DFT, the ωB97M-V functional and the def2-TZVPD basis

Each line ends with the Mulliken charge.
Element x y z (Å)
Ti (0.36, 0.48, -0.51)  -0.46
O (3.91, 2.63, 0.39)  -0.73
C (4.01, 2.11, 1.61)  0.29
C (4.85, 2.76, 2.53)  -0.67
C (5.00, 2.28, 3.80)  -0.35
C (4.33, 1.12, 4.21)  -0.79
C (3.49, 0.49, 3.34)  -0.52
C (3.30, 0.96, 2.03)  0.37
C (2.35, 0.29, 1.15)  1.31
O (2.22, 0.65, -0.09)  -0.89
N (1.64, -0.72, 1.61)  -1.15
N (0.74, -1.15, 0.69)  1.80
C (0.35, -2.37, 0.75)  -0.35
C (-0.46, -3.01, -0.26)  0.31
C (-0.52, -4.41, -0.31)  -1.04
C (-1.18, -5.01, -1.37)  -0.47
C (-1.74, -4.21, -2.35)  -0.88
C (-1.67, -2.83, -2.19)  -0.31
N (-1.07, -2.25, -1.17)  0.45
H (3.29, 2.10, -0.15)  0.44
H (5.36, 3.65, 2.19)  0.46
H (5.66, 2.79, 4.49)  0.40
H (4.48, 0.74, 5.21)  0.41
H (2.93, -0.39, 3.62)  0.45
H (0.74, -3.00, 1.55)  0.33
H (-0.05, -5.01, 0.46)  0.48
H (-1.23, -6.09, -1.44)  0.43
H (-2.24, -4.64, -3.21)  0.42
H (-2.10, -2.17, -2.93)  0.48
C (-2.55, -2.38, 2.23)  -1.32
C (-2.43, -0.98, 2.74)  0.95
C (-3.15, -0.60, 3.89)  -1.18
C (-3.04, 0.67, 4.37)  -1.00
C (-2.19, 1.59, 3.70)  0.82
C (-1.97, 2.92, 4.11)  0.17
Br (-2.89, 3.59, 5.64)  -0.24
C (-1.07, 3.73, 3.48)  -0.21
C (-0.38, 3.24, 2.37)  0.16
Br (0.94, 4.25, 1.47)  -0.13
C (-0.60, 1.96, 1.86)  -0.12
O (0.03, 1.55, 0.80)  0.52
C (-1.50, 1.10, 2.56)  -0.68
N (-1.64, -0.15, 2.10)  0.32
H (-3.56, -2.76, 2.37)  0.52
H (-1.87, -3.03, 2.79)  0.27
H (-2.28, -2.42, 1.18)  0.06
H (-3.77, -1.32, 4.40)  0.49
H (-3.57, 0.99, 5.25)  0.39
H (-0.88, 4.73, 3.83)  0.49
C (-3.71, -0.10, -1.58)  -1.43
C (-2.26, 0.30, -1.61)  1.01
O (-1.79, 0.68, -2.76)  -0.44
O (-1.59, 0.29, -0.59)  0.12
H (-4.16, -0.04, -2.56)  0.38
H (-4.21, 0.59, -0.90)  0.36
H (-3.81, -1.09, -1.15)  0.33
F (0.60, -0.48, -1.93)  -0.29
As (-0.58, 2.08, -2.94)  1.88
F (0.88, 1.92, -1.78)  -0.47
F (-1.86, 2.72, -4.01)  -0.49
F (0.27, 3.56, -3.38)  -0.48
F (-1.30, 2.80, -1.45)  -0.49
F (0.27, 1.17, -4.14)  -0.46

Results
Total charge: 0
Orbital gap (eV): 6.94
LUMO (eV): -1.42
Electronic energy (Ha): -10392.0241